15
Properties=species:S:1:pos:R:3:mulliken_charge:R:1 method="wB97M-V/def2-TZVPD" fmax_ev_per_a=0.4 homo_lumo_gap_ev=10.2 e_above_lowest_kj_mol=263.5 homo_energy_ev=-9.288 total_energy_ha=-345.70459 e_lumo_ev=0.915 multiplicity=1 charge=0
C -1.400 1.113 -0.314 -1.443
C -0.204 0.242 -0.044 0.734
C -0.103 -0.416 1.310 -0.471
O 1.320 -0.615 1.196 -0.460
C 1.339 0.236 0.045 -0.220
C 0.653 -0.474 -1.059 -0.275
O 0.727 -1.847 -1.243 -0.587
H -1.372 2.074 0.210 0.323
H -1.586 1.286 -1.379 0.364
H -2.262 0.558 0.082 0.331
H -0.695 -1.316 1.505 0.270
H -0.290 0.329 2.094 0.335
H 2.132 0.979 0.009 0.371
H 0.698 0.057 -2.009 0.400
H 1.042 -2.209 -0.402 0.328